{
  "formula": "CHN2O3P",
  "method": "ωB97M-V/def2-TZVPD",
  "e_above_lowest_ev": 0.276,
  "largest_force_ev_per_a": 3.001,
  "total_charge": -2,
  "spin_multiplicity": 1,
  "e_tot_ha": -715.3768,
  "smiles": "N#CNP(=O)([O-])[O-]",
  "homo_ev": 0.51,
  "symbols": ["N", "C", "N", "P", "O", "O", "O", "H"],
  "coordinates": [[-0.1214, -1.1940, -1.7954], [-0.4318, -0.1313, -1.4953], [-0.9262, 1.0282, -1.0263], [-0.6764, 1.6677, 0.7040], [-1.6278, 2.8116, 0.7864], [0.7707, 1.9685, 0.7571], [-1.1399, 0.4040, 1.4491], [-1.8686, 0.7970, -1.1756]],
  "atomic_forces_ev_per_a": [[0.85, -1.72, -1.21], [-0.22, 2.04, 2.01], [1.39, -0.66, -1.72], [-1.01, -2.42, 1.46], [-0.78, 0.99, -0.48], [1.64, 0.40, -0.21], [0.25, 0.66, -0.12], [-2.12, 0.70, 0.27]],
  "mulliken_charge": [-0.6409, 0.4999, -0.5010, 0.8505, -0.7883, -0.7719, -0.8364, 0.1881]
}